16
Properties=species:S:1:pos:R:3 method="wB97M-V/def2-TZVPD" gap_ev="7.1 / 3.6" total_energy_ha=-991.5658 spin_multiplicity=2 charge=+1
C 2.01 1.11 2.70
S 3.01 -0.37 2.43
S 2.88 -1.28 4.22
H 2.35 1.78 1.89
H 0.97 0.88 2.57
H 2.28 1.58 3.65
H 2.91 -0.11 4.89
C -1.74 0.27 -2.30
O -1.80 0.59 -3.68
C -1.72 -1.23 -2.13
H -2.64 0.70 -1.84
H -0.87 0.78 -1.93
H -2.64 0.32 -4.07
H -2.12 -1.64 -1.23
H -0.71 -1.63 -2.20
H -2.20 -1.74 -2.98

11
Properties=species:S:1:pos:R:3 method="wB97M-V/def2-TZVPD" gap_ev=8.9 total_energy_ha=-281.5053 charge=0
C 0.30 1.03 -1.18
C 0.20 0.25 0.07
C -0.58 -0.96 0.27
N -0.59 -1.57 1.39
N 1.19 0.56 2.22
N 0.84 0.59 1.13
H 0.53 2.06 -1.03
H -0.62 1.04 -1.74
H 1.03 0.67 -1.87
H -1.13 -1.27 -0.62
H -1.18 -2.40 1.36

173
Properties=species:S:1:pos:R:3 method="wB97M-V/def2-TZVPD" gap_ev=9.1 total_energy_ha=-4463.5410 charge=-1
O 0.50 -2.44 3.07
C 0.53 -1.59 2.19
O -0.54 -1.13 1.50
B -0.09 0.04 0.69
O 1.40 0.13 0.77
C 1.79 -0.74 1.67
O 2.91 -0.82 2.12
O -0.77 1.24 1.27
C -1.46 1.84 0.35
O -2.11 2.86 0.46
C -1.39 0.94 -0.99
O -0.71 -0.13 -0.66
O -2.04 1.14 -2.06
C -3.09 5.16 -8.10
C -1.88 5.49 -7.13
O -2.29 5.37 -5.82
O -4.24 6.01 -7.98
H -3.44 4.12 -8.05
H -2.83 5.33 -9.14
H -1.34 6.42 -7.34
H -1.09 4.75 -7.24
H -2.42 4.46 -5.54
H -4.60 6.12 -7.10
C -0.46 0.72 -10.51
C -0.81 -0.36 -9.52
O -1.53 0.22 -8.42
O -1.49 1.01 -11.43
H 0.36 0.49 -11.20
H -0.27 1.66 -10.00
H 0.08 -0.85 -9.13
H -1.45 -1.12 -9.98
H -0.80 0.67 -7.99
H -1.26 1.74 -12.00
C 4.71 4.07 3.23
C 4.66 4.42 1.75
O 5.27 5.68 1.46
O 4.00 5.13 3.92
H 5.67 3.87 3.70
H 4.16 3.13 3.32
H 3.62 4.44 1.44
H 5.22 3.67 1.20
H 5.96 5.86 2.10
H 4.43 5.89 3.52
C -4.27 -7.36 1.02
C -3.93 -5.91 1.00
O -5.03 -5.02 0.82
O -4.71 -7.94 -0.24
H -5.15 -7.52 1.65
H -3.44 -7.91 1.46
H -3.35 -5.73 0.09
H -3.18 -5.57 1.72
H -4.80 -4.38 0.14
H -5.63 -7.71 -0.43
C 9.38 0.03 3.58
C 10.52 -0.78 4.23
O 11.01 -1.81 3.33
O 9.96 1.05 2.80
H 8.67 0.35 4.35
H 8.75 -0.57 2.92
H 10.12 -1.36 5.06
H 11.28 -0.11 4.64
H 11.61 -2.43 3.76
H 10.19 0.66 1.95
C -5.21 -2.65 -5.97
C -5.63 -3.16 -4.53
O -5.19 -2.36 -3.48
O -5.44 -1.26 -6.16
H -5.62 -3.15 -6.84
H -4.14 -2.87 -5.99
H -5.41 -4.20 -4.29
H -6.70 -3.02 -4.41
H -5.02 -1.47 -3.78
H -4.67 -0.90 -6.59
C -6.84 4.72 -3.21
C -7.27 3.27 -3.70
O -8.71 3.12 -3.71
O -6.98 5.70 -4.29
H -5.79 4.84 -2.97
H -7.33 5.05 -2.29
H -6.84 2.49 -3.07
H -6.88 3.05 -4.69
H -8.94 2.72 -4.55
H -7.86 6.07 -4.17
C 4.05 -7.49 3.13
C 3.35 -7.70 1.81
O 3.14 -9.05 1.54
O 5.37 -7.94 3.07
H 3.54 -8.07 3.90
H 4.02 -6.45 3.44
H 3.88 -7.19 1.00
H 2.42 -7.14 1.87
H 2.43 -9.48 2.03
H 5.90 -7.28 2.63
C -4.55 8.75 0.36
C -5.14 10.03 0.91
O -5.22 10.06 2.34
O -3.23 8.54 0.67
H -4.61 8.83 -0.73
H -5.25 7.94 0.55
H -6.14 10.22 0.53
H -4.55 10.91 0.66
H -4.34 9.88 2.66
H -3.12 7.59 0.75
C 0.86 -4.69 -3.45
C -0.42 -4.38 -4.17
O -0.72 -5.32 -5.14
O 1.87 -5.14 -4.33
H 0.63 -5.44 -2.70
H 1.22 -3.86 -2.83
H -0.24 -3.46 -4.72
H -1.24 -4.21 -3.46
H -0.76 -6.22 -4.80
H 1.53 -5.87 -4.85
C 8.33 -4.20 -0.09
C 7.23 -3.73 -1.03
O 7.00 -2.36 -0.90
O 7.84 -4.09 1.29
H 9.26 -3.66 -0.26
H 8.42 -5.27 -0.29
H 6.25 -4.22 -0.98
H 7.63 -3.84 -2.04
H 6.74 -2.16 0.00
H 8.36 -3.40 1.71
C -1.17 3.98 6.35
C -1.62 5.34 5.76
O -1.93 6.28 6.85
O 0.22 3.89 6.75
H -1.18 3.20 5.59
H -1.81 3.76 7.21
H -2.53 5.20 5.18
H -0.83 5.67 5.09
H -2.78 6.01 7.20
H 0.84 4.33 6.15
C 4.08 -0.39 -6.00
C 3.03 0.45 -5.26
O 2.27 1.27 -6.14
O 5.27 0.25 -6.42
H 3.69 -1.01 -6.81
H 4.41 -1.21 -5.36
H 3.33 1.03 -4.38
H 2.31 -0.32 -4.95
H 2.83 1.97 -6.48
H 5.55 0.70 -5.62
C -7.05 1.87 2.59
C -6.18 0.90 3.44
O -6.21 1.53 4.73
O -8.46 1.82 2.88
H -6.96 1.64 1.53
H -6.61 2.86 2.72
H -5.12 0.88 3.20
H -6.53 -0.13 3.52
H -7.15 1.66 4.93
H -8.99 2.52 2.48
C -1.82 -3.35 8.06
C -2.37 -2.17 7.25
O -3.42 -1.45 7.86
O -2.77 -4.43 8.16
H -1.60 -3.06 9.09
H -1.03 -3.94 7.60
H -2.59 -2.44 6.22
H -1.68 -1.36 7.00
H -3.81 -0.92 7.17
H -3.44 -4.34 7.49
C 5.20 -2.67 7.63
C 5.44 -1.14 7.75
O 6.77 -0.88 8.07
O 5.12 -3.27 8.95
H 6.02 -3.15 7.09
H 4.35 -2.89 6.97
H 4.82 -0.71 8.54
H 5.25 -0.58 6.84
H 6.68 -0.15 8.68
H 6.04 -3.38 9.20

Quick rundown of relative energy (zero: lowest compared OMol25 entry of this formula, charge and spin), same order as above: 25.7 53.2 122.0 kcal/mol